[1]
{
  "formula": "C4H7NO2",
  "method": "ωB97M-V/def2-TZVPD",
  "species": ["H", "C", "H", "H", "C", "H", "O", "O", "N", "H", "C", "H", "C", "H"],
  "coordinates": [[-0.2010, -1.0974, -2.0614], [0.1536, 1.5696, 0.5105], [0.7882, 2.3663, 0.8794], [1.7901, -1.5534, 0.1642], [-0.7873, -1.0876, -1.1329], [-1.8586, -0.0052, 0.6978], [-1.4484, 0.0821, 1.6164], [-1.7446, -0.3238, -1.0032], [-0.1575, 0.5313, 1.5009], [-0.6435, 1.8777, -0.1630], [1.6910, -0.5092, -0.0948], [-0.6918, -1.9816, -0.4959], [0.6713, 0.2161, 0.3335], [2.4384, -0.0849, -0.7514]],
  "nbo_charge": [0.14, -0.31, 0.21, 0.21, 0.27, 0.48, -0.57, -0.59, -0.10, 0.22, -0.40, 0.14, 0.10, 0.22],
  "smiles": "C=C1CN1O.C=O",
  "e_above_lowest_kj_mol": 588.4
}

---

[2]
{
  "formula": "C33H57F3N2O5P2",
  "method": "ωB97M-V/def2-TZVPD",
  "species": ["H", "H", "O", "H", "H", "O", "H", "N", "H", "H", "H", "C", "H", "C", "C", "H", "H", "H", "H", "H", "H", "H", "H", "P", "C", "H", "O", "F", "C", "H", "C", "H", "H", "F", "H", "H", "H", "H", "C", "C", "C", "C", "H", "H", "C", "C", "H", "H", "C", "C", "H", "C", "H", "H", "C", "H", "C", "C", "H", "H", "H", "C", "C", "C", "F", "C", "H", "C", "H", "H", "H", "C", "O", "H", "C", "C", "H", "H", "H", "H", "H", "H", "H", "C", "C", "C", "H", "C", "H", "H", "H", "H", "H", "N", "H", "H", "C", "P", "H", "O", "C", "C"],
  "coordinates": [[-0.0625, -2.5680, 1.6325], [6.4081, 1.2065, 3.4811], [-4.9159, 0.5343, 6.4637], [-3.4419, 0.8606, 0.3028], [0.9119, -0.1609, 0.3289], [2.2309, 3.4602, -4.2567], [4.2364, -1.8008, 1.0081], [0.3894, 4.3526, -6.1724], [2.4008, -0.7774, 1.2315], [-3.0122, -0.2135, 6.7274], [-1.6730, 3.1092, -1.0636], [7.8749, -1.6334, -1.8600], [1.1606, 2.1218, -0.4268], [2.2870, 0.6311, -2.0791], [0.6655, 0.8124, -2.1818], [-2.7690, 2.1915, 2.5804], [-4.1630, -1.3781, -0.4094], [1.7421, -2.6615, 2.2148], [9.3163, 1.1809, -2.1883], [9.8712, -1.9490, -0.6719], [8.3936, -1.5242, 0.3753], [-7.4260, 0.4632, -0.5730], [-0.0689, 2.4318, -4.7163], [7.2142, 0.0874, -1.4074], [-6.3694, -1.5372, -0.8637], [-4.8755, -3.0330, 0.0231], [0.2594, -2.4774, -0.9259], [-2.6929, 0.7605, 4.4487], [-2.6991, 2.6207, 1.4966], [-5.0364, 1.6911, 2.5977], [2.9238, -0.1967, -0.8614], [7.0337, -2.4242, -2.0003], [-6.8635, 0.0797, 1.7931], [-2.7357, -1.4060, 4.3996], [8.5961, -1.6361, -2.7566], [-0.0054, 4.6446, -3.7751], [7.8391, 1.7963, -3.2700], [0.3014, 0.9312, -3.2671], [-1.1831, 2.3187, 0.9742], [0.3392, 2.1383, -1.2571], [-3.9708, -0.3445, 6.1948], [-4.8959, -2.2031, -0.7956], [-2.9311, 3.7581, 1.5771], [-5.6446, 0.6159, -1.1436], [5.5948, -0.1360, 1.5949], [6.1722, 0.6518, 2.4943], [-2.3856, -2.1753, -3.3398], [0.0906, -0.0685, -1.7110], [-5.2284, 1.6386, 1.4639], [1.4543, -2.3449, -0.0748], [0.9798, -4.1040, 1.2992], [-3.8510, 1.8957, 0.6233], [-0.5574, 3.2535, 1.2812], [-4.0278, 2.4870, -0.3601], [-3.3224, -1.6265, -2.9089], [-6.4112, -1.4918, 6.2840], [-5.5918, -2.2151, 6.2336], [5.3472, 0.2495, -1.6586], [-7.0604, -2.0768, -0.1169], [-4.5878, -3.4362, 4.7453], [5.5072, 1.5418, -3.7170], [5.0059, -1.1359, 0.4489], [-3.4946, -0.3109, 4.6956], [8.0969, 2.7864, -1.2042], [-4.4858, -0.2736, 3.7766], [4.8106, 1.0666, -2.9297], [0.4482, -3.0636, -1.6976], [3.2423, 1.2875, -3.1915], [-0.1302, 5.2548, -6.1063], [8.7344, 2.6436, -0.2486], [-5.2072, -2.8868, -2.9775], [1.0037, -2.9559, 1.3843], [2.6048, 1.6166, -5.6534], [-3.9200, -1.1032, -3.7440], [-5.9293, 0.2093, 1.1273], [8.1910, 1.4946, -2.2185], [8.5457, -3.2531, -0.3028], [-5.9798, 2.4823, 1.1687], [-3.7729, -3.7317, -2.0408], [8.3507, 3.7753, -1.7460], [-0.7005, 1.4049, 1.5000], [-5.6031, -2.1605, 4.0664], [-2.9793, -0.8180, -2.1592], [-5.5259, -2.8889, 4.8738], [-4.3377, -2.7289, -2.2380], [2.6632, 2.1052, -4.4654], [-1.7485, 1.2168, -1.0120], [1.8596, -0.8052, 0.1959], [2.2964, -3.0072, -0.4927], [-6.3627, -3.5838, 4.7530], [-6.8698, -1.6343, -1.9044], [5.8213, -1.8785, 0.0665], [-5.8292, -2.9920, 6.9695], [4.3905, -0.3600, -0.6918], [-5.1845, -0.6228, 1.4317], [0.4842, 3.0558, -1.9361], [-6.3593, 0.0461, -0.4348], [0.5810, 3.7079, -4.7100], [6.9814, 2.8083, -0.8574], [-4.3495, -1.6749, 6.6533], [8.7377, -2.1480, -0.5520], [-1.1618, 2.1393, -0.6582]],
  "mulliken_charge": [0.33, 0.38, -0.89, -0.38, -0.21, -0.33, 0.37, -0.72, 0.53, 0.22, 0.41, -0.56, 0.38, -0.17, -0.66, 0.09, -0.25, 0.34, 0.35, 0.31, 0.27, 0.35, 0.17, 0.12, -0.83, 0.38, -0.44, -0.30, -0.50, 0.36, 0.57, 0.30, 0.51, -0.32, 0.41, 0.11, 0.33, 0.41, -0.54, -0.41, -0.03, 0.08, 0.30, 0.14, -0.09, -0.44, 0.23, 0.20, -0.77, 0.22, 0.34, 0.25, 0.29, 0.33, -0.19, 0.28, -0.33, 0.24, 0.28, 0.21, 0.28, -0.47, 0.70, -0.84, -0.19, -0.85, 0.31, 0.45, 0.26, 0.29, 0.29, -1.22, -0.47, 0.32, -0.31, -0.55, 0.28, 0.31, 0.28, 0.32, 0.13, -0.08, -0.38, -0.68, -0.67, 0.21, -0.60, -0.57, 0.38, 0.42, 0.38, 0.20, 0.30, 0.17, -0.03, 0.35, -0.50, 0.53, 0.24, -0.37, -0.89, 0.20]
}

---

no.,HOMO level (eV),frontier orbital gap (eV)
1,-9.3,9.589
2,-5.1,1.719